[1]
Density functional theory data (ωB97M-V/def2-TZVPD) for a 2-piece molecular cluster, C6H16 overall.

Atoms and positions in Å:
C 0.661 -1.125 -2.906
C -0.851 -0.923 -2.640
H 1.035 -1.950 -2.337
H 0.951 -1.243 -3.940
H 1.222 -0.291 -2.510
H -1.058 -1.561 -1.776
H -1.483 -1.271 -3.455
H -1.103 0.115 -2.540
C -0.133 0.854 1.416
C 1.301 1.107 1.959
C -0.259 0.309 0.000
C -0.771 -0.054 2.489
H -0.691 1.788 1.323
H 1.340 1.290 3.032
H -1.037 0.847 -0.557
H 0.686 0.337 -0.569
H -0.547 -0.766 0.075
H -1.515 -0.713 1.965
H -0.012 -0.619 3.030
H -1.287 0.410 3.342
H 1.729 2.023 1.575
H 2.043 0.349 1.601

Properties
Electronic energy (a.u.): -238.1588
Relative energy (zero: lowest compared OMol25 entry of this formula, charge and spin) (kcal/mol): 23.7
Orbital gap (eV): 11.9
Total charge: 0

For each atom in turn, the Mulliken charge in e is: atom 1 (C): -0.868, atom 2 (C): -0.753, atom 3 (H): 0.287, atom 4 (H): 0.339, atom 5 (H): 0.260, atom 6 (H): 0.235, atom 7 (H): 0.360, atom 8 (H): 0.208, atom 9 (C): 0.934, atom 10 (C): -1.631, atom 11 (C): -1.097, atom 12 (C): -1.388, atom 13 (H): 0.198, atom 14 (H): 0.423, atom 15 (H): 0.320, atom 16 (H): 0.154, atom 17 (H): 0.252, atom 18 (H): 0.349, atom 19 (H): 0.326, atom 20 (H): 0.335, atom 21 (H): 0.420, atom 22 (H): 0.339



[2]
Density functional theory data (ωB97M-V/def2-TZVPD) for C6H16O6S2Sn as an isolated structure.

Atoms and positions in Å:
Sn -6.330 35.974 -25.734
O -8.232 35.916 -25.841
S -9.351 35.165 -26.349
O -10.092 35.575 -27.566
O -9.091 33.502 -26.320
C -8.635 33.000 -27.635
C -8.898 31.476 -27.684
C -10.542 35.146 -25.006
H -7.598 33.313 -27.518
H -9.048 33.533 -28.491
H -8.312 30.949 -26.931
H -8.759 31.096 -28.696
H -9.945 31.428 -27.384
H -11.386 34.500 -25.245
H -10.834 36.190 -24.895
H -10.081 34.743 -24.104
O -3.575 33.766 -23.424
S -4.375 34.959 -23.335
O -5.598 35.146 -24.195
O -4.796 35.279 -21.761
C -5.807 36.181 -21.444
C -5.779 36.424 -19.978
C -3.210 36.388 -23.730
H -6.692 35.588 -21.674
H -5.867 37.073 -22.068
H -5.818 35.541 -19.339
H -6.576 37.166 -19.931
H -4.874 36.978 -19.731
H -2.298 36.105 -23.205
H -3.591 37.326 -23.328
H -3.164 36.395 -24.819

Properties
Electronic energy (a.u.): -1699.5683
Relative energy (zero: lowest compared OMol25 entry of this formula, charge and spin) (kcal/mol): 21.8
Orbital gap (eV): 8.8
Total charge: +2

For each atom in turn, the Mulliken charge in e is: atom 1 (Sn): 1.018, atom 2 (O): -0.421, atom 3 (S): 1.216, atom 4 (O): -0.510, atom 5 (O): -0.263, atom 6 (C): -0.315, atom 7 (C): -1.032, atom 8 (C): -1.056, atom 9 (H): 0.262, atom 10 (H): 0.423, atom 11 (H): 0.312, atom 12 (H): 0.358, atom 13 (H): 0.315, atom 14 (H): 0.363, atom 15 (H): 0.458, atom 16 (H): 0.374, atom 17 (O): -0.459, atom 18 (S): 1.081, atom 19 (O): -0.380, atom 20 (O): -0.262, atom 21 (C): -0.089, atom 22 (C): -1.251, atom 23 (C): -1.012, atom 24 (H): 0.259, atom 25 (H): 0.357, atom 26 (H): 0.343, atom 27 (H): 0.359, atom 28 (H): 0.357, atom 29 (H): 0.369, atom 30 (H): 0.369, atom 31 (H): 0.455



[3]
Density functional theory data (ωB97M-V/def2-TZVPD) for a 6-piece molecular cluster, C12H28FNO20S5Si overall.

Atoms and positions in Å:
C 1.178 -0.091 0.969
C 2.584 0.549 0.810
F 3.152 0.060 -0.420
Si 2.604 2.459 0.732
N 1.636 3.258 1.977
H 0.573 0.125 0.056
H 0.643 0.183 1.903
H 1.324 -1.200 0.968
H 3.262 0.236 1.638
H 2.289 2.891 -0.634
H 4.007 2.867 0.987
H 1.881 2.961 2.918
H 0.636 3.148 1.817
C -3.109 -0.787 5.096
C -3.018 -0.109 3.743
O -1.801 0.646 3.796
S -0.734 -0.131 4.721
O 0.135 -0.883 3.875
O -0.249 0.776 5.705
O -1.764 -1.157 5.419
H -3.466 -0.096 5.864
H -3.751 -1.665 5.075
H -3.865 0.543 3.546
H -2.928 -0.836 2.942
C 5.754 -2.775 0.941
C 5.949 -1.277 0.835
O 6.486 -0.884 2.102
S 7.397 -2.082 2.685
O 8.759 -1.806 2.375
O 6.958 -2.379 4.005
O 6.881 -3.244 1.690
H 4.848 -3.018 1.500
H 5.718 -3.258 -0.033
H 5.019 -0.752 0.629
H 6.684 -1.027 0.065
C -3.754 0.503 -2.235
C -2.276 0.841 -2.214
O -1.853 0.534 -0.884
S -2.717 -0.713 -0.325
O -1.958 -1.902 -0.505
O -3.275 -0.341 0.933
O -3.882 -0.683 -1.440
H -4.347 1.292 -1.766
H -4.122 0.324 -3.243
H -2.083 1.887 -2.445
H -1.715 0.207 -2.904
C 4.087 2.829 -4.243
C 4.774 4.178 -4.147
O 3.711 5.134 -4.200
S 2.398 4.505 -3.503
O 2.337 4.974 -2.160
O 1.308 4.622 -4.410
O 2.887 2.968 -3.478
H 3.810 2.598 -5.275
H 4.700 2.023 -3.845
H 5.480 4.344 -4.958
H 5.287 4.293 -3.189
C -8.193 -3.697 -1.240
C -8.097 -3.013 -2.590
O -6.884 -2.257 -2.532
S -5.815 -3.036 -1.605
O -4.943 -3.780 -2.449
O -5.334 -2.128 -0.623
O -6.852 -4.067 -0.914
H -8.553 -3.008 -0.471
H -8.834 -4.576 -1.267
H -8.946 -2.361 -2.787
H -8.004 -3.743 -3.397

Properties
Electronic energy (a.u.): -4413.7570
Orbital gap (eV): 9.7
Total charge: 0

For each atom in turn, the Mulliken charge in e is: atom 1 (C): -0.890, atom 2 (C): 0.493, atom 3 (F): -0.387, atom 4 (Si): 0.204, atom 5 (N): -0.560, atom 6 (H): 0.156, atom 7 (H): 0.065, atom 8 (H): 0.346, atom 9 (H): 0.341, atom 10 (H): -0.128, atom 11 (H): -0.173, atom 12 (H): 0.267, atom 13 (H): 0.268, atom 14 (C): -0.321, atom 15 (C): -0.198, atom 16 (O): -0.288, atom 17 (S): 1.091, atom 18 (O): -0.516, atom 19 (O): -0.566, atom 20 (O): -0.318, atom 21 (H): 0.293, atom 22 (H): 0.298, atom 23 (H): 0.327, atom 24 (H): 0.235, atom 25 (C): -0.338, atom 26 (C): 0.225, atom 27 (O): -0.283, atom 28 (S): 1.107, atom 29 (O): -0.545, atom 30 (O): -0.527, atom 31 (O): -0.326, atom 32 (H): 0.312, atom 33 (H): 0.329, atom 34 (H): -0.202, atom 35 (H): 0.273, atom 36 (C): -0.486, atom 37 (C): -0.464, atom 38 (O): -0.216, atom 39 (S): 1.063, atom 40 (O): -0.627, atom 41 (O): -0.578, atom 42 (O): -0.126, atom 43 (H): 0.311, atom 44 (H): 0.360, atom 45 (H): 0.365, atom 46 (H): 0.290, atom 47 (C): -0.326, atom 48 (C): -0.346, atom 49 (O): -0.314, atom 50 (S): 1.122, atom 51 (O): -0.501, atom 52 (O): -0.560, atom 53 (O): -0.248, atom 54 (H): 0.269, atom 55 (H): 0.308, atom 56 (H): 0.314, atom 57 (H): 0.292, atom 58 (C): -0.380, atom 59 (C): -0.323, atom 60 (O): -0.319, atom 61 (S): 1.230, atom 62 (O): -0.610, atom 63 (O): -0.425, atom 64 (O): -0.327, atom 65 (H): 0.268, atom 66 (H): 0.313, atom 67 (H): 0.308, atom 68 (H): 0.299



[4]
Density functional theory data (ωB97M-V/def2-TZVPD) for a 7-piece molecular cluster, C25H59FN8O7P overall.

Atoms and positions in Å:
C -0.896 1.214 0.130
C -2.285 0.736 0.725
F -3.265 1.107 -0.204
C -2.374 -0.833 0.978
N -2.536 -1.410 -0.352
C -3.868 -0.984 1.583
C -3.674 -1.106 3.156
N -2.401 -1.905 3.220
C -1.481 -1.509 2.099
P -0.361 -3.007 1.836
C -0.231 -3.564 0.054
O 1.218 -2.437 2.197
H -0.553 2.051 0.793
H -1.032 1.660 -0.890
H -0.148 0.376 0.093
H -2.519 1.257 1.689
H -1.672 -1.436 -0.888
H -3.026 -2.301 -0.354
H -4.555 -0.114 1.459
H -4.453 -1.886 1.274
H -4.477 -1.772 3.555
H -3.488 -0.156 3.704
H -2.701 -2.855 2.937
H -2.003 -2.078 4.148
H -0.816 -0.674 2.475
H -1.206 -3.664 -0.482
H 0.521 -2.913 -0.483
H 0.213 -4.599 0.075
H 1.632 -2.127 1.364
C 4.009 0.035 -1.289
C 3.701 -1.370 -0.858
O 2.565 -1.840 -0.933
N 4.717 -2.124 -0.375
C 6.110 -1.754 -0.207
H 3.099 0.509 -1.650
H 4.386 0.610 -0.439
H 4.739 0.034 -2.098
H 4.434 -3.055 -0.107
H 6.724 -2.439 -0.795
H 6.374 -1.859 0.846
H 6.301 -0.733 -0.525
C -5.495 -5.383 -2.448
C -4.408 -4.348 -2.347
O -4.013 -3.920 -1.263
N -3.863 -3.887 -3.497
C -4.188 -4.262 -4.860
H -5.830 -5.652 -1.448
H -6.346 -4.981 -3.001
H -5.114 -6.281 -2.937
H -3.142 -3.197 -3.350
H -3.288 -4.656 -5.336
H -4.509 -3.368 -5.399
H -4.974 -5.009 -4.901
C 4.249 3.104 3.641
C 4.457 1.981 2.661
O 5.526 1.796 2.096
N 3.408 1.150 2.403
C 2.070 1.188 2.954
H 5.169 3.671 3.738
H 3.468 3.773 3.287
H 3.986 2.703 4.622
H 3.631 0.427 1.736
H 1.877 0.238 3.458
H 1.360 1.303 2.130
H 1.946 2.005 3.659
C 6.415 3.491 -4.270
C 6.114 2.079 -3.844
O 4.988 1.606 -3.919
N 7.141 1.327 -3.366
C 8.532 1.702 -3.200
H 5.499 3.959 -4.626
H 6.792 4.069 -3.425
H 7.143 3.494 -5.083
H 6.864 0.394 -3.102
H 9.148 1.023 -3.793
H 8.799 1.592 -2.147
H 8.718 2.724 -3.514
C -10.153 -2.908 -3.066
C -9.375 -4.082 -2.533
O -9.184 -5.090 -3.198
N -8.876 -4.002 -1.269
C -8.988 -2.909 -0.324
H -10.480 -3.129 -4.080
H -11.035 -2.728 -2.450
H -9.523 -2.017 -3.092
H -8.369 -4.827 -0.987
H -7.983 -2.572 -0.060
H -9.484 -3.277 0.577
H -9.552 -2.075 -0.731
C 4.532 7.909 3.689
C 3.514 6.822 3.907
O 3.828 5.713 4.320
N 2.213 7.103 3.630
C 1.645 8.343 3.138
H 5.518 7.532 3.953
H 4.547 8.209 2.640
H 4.310 8.768 4.324
H 1.592 6.328 3.801
H 0.907 8.699 3.860
H 1.142 8.144 2.190
H 2.402 9.107 2.990

Properties
Electronic energy (a.u.): -2393.7519
Orbital gap (eV): 8.5
Total charge: +1

Atom charges from the Mulliken analysis, given in e for atoms 1 to 99: atom 1 (C): -0.935, atom 2 (C): -0.002, atom 3 (F): -0.371, atom 4 (C): 1.117, atom 5 (N): -0.478, atom 6 (C): -1.045, atom 7 (C): -0.633, atom 8 (N): -0.014, atom 9 (C): -0.449, atom 10 (P): -0.060, atom 11 (C): -0.528, atom 12 (O): -0.437, atom 13 (H): 0.243, atom 14 (H): 0.362, atom 15 (H): 0.167, atom 16 (H): 0.333, atom 17 (H): 0.261, atom 18 (H): 0.252, atom 19 (H): 0.299, atom 20 (H): 0.321, atom 21 (H): 0.397, atom 22 (H): 0.329, atom 23 (H): 0.531, atom 24 (H): 0.341, atom 25 (H): 0.190, atom 26 (H): 0.035, atom 27 (H): 0.256, atom 28 (H): 0.359, atom 29 (H): 0.297, atom 30 (C): -1.020, atom 31 (C): 0.704, atom 32 (O): -0.689, atom 33 (N): -0.112, atom 34 (C): -0.859, atom 35 (H): 0.306, atom 36 (H): 0.345, atom 37 (H): 0.107, atom 38 (H): 0.239, atom 39 (H): 0.319, atom 40 (H): 0.286, atom 41 (H): 0.301, atom 42 (C): -1.491, atom 43 (C): 0.816, atom 44 (O): -0.665, atom 45 (N): -0.107, atom 46 (C): -0.918, atom 47 (H): 0.248, atom 48 (H): 0.422, atom 49 (H): 0.382, atom 50 (H): 0.209, atom 51 (H): 0.302, atom 52 (H): 0.300, atom 53 (H): 0.362, atom 54 (C): -1.283, atom 55 (C): 0.940, atom 56 (O): -0.662, atom 57 (N): 0.040, atom 58 (C): -0.569, atom 59 (H): 0.324, atom 60 (H): 0.306, atom 61 (H): 0.332, atom 62 (H): -0.018, atom 63 (H): 0.239, atom 64 (H): 0.010, atom 65 (H): 0.361, atom 66 (C): -1.362, atom 67 (C): 0.893, atom 68 (O): -0.640, atom 69 (N): -0.101, atom 70 (C): -0.890, atom 71 (H): 0.311, atom 72 (H): 0.360, atom 73 (H): 0.371, atom 74 (H): 0.191, atom 75 (H): 0.319, atom 76 (H): 0.283, atom 77 (H): 0.326, atom 78 (C): -1.337, atom 79 (C): 0.864, atom 80 (O): -0.649, atom 81 (N): -0.125, atom 82 (C): -0.748, atom 83 (H): 0.315, atom 84 (H): 0.373, atom 85 (H): 0.333, atom 86 (H): 0.207, atom 87 (H): 0.171, atom 88 (H): 0.297, atom 89 (H): 0.318, atom 90 (C): -1.357, atom 91 (C): 0.799, atom 92 (O): -0.633, atom 93 (N): -0.153, atom 94 (C): -0.855, atom 95 (H): 0.288, atom 96 (H): 0.379, atom 97 (H): 0.381, atom 98 (H): 0.219, atom 99 (H): 0.293



[5]
Density functional theory data (ωB97M-V/def2-TZVPD) for C24H25N8PdS2 as an isolated structure.

Atoms and positions in Å:
Pd 0.206 0.097 0.254
C -0.528 3.740 2.382
C -0.435 2.581 1.451
N 0.261 1.510 1.644
N 1.021 1.315 2.777
C 1.545 0.096 2.982
N 2.224 -0.135 4.093
S 1.318 -1.151 1.844
C -1.199 2.592 0.180
C -2.055 3.614 -0.157
C -2.809 3.508 -1.329
C -2.687 2.373 -2.101
C -1.795 1.378 -1.704
N -1.055 1.493 -0.607
H 0.103 3.663 3.262
H -1.559 3.846 2.728
H -0.259 4.658 1.859
H 1.164 2.079 3.423
H 2.273 0.520 4.861
H 2.658 -1.036 4.240
H -2.157 4.482 0.478
H -3.487 4.302 -1.614
H -3.266 2.239 -3.004
H -1.670 0.476 -2.284
S -2.364 -6.742 -2.124
N -2.704 -5.996 -0.739
C -2.100 -4.816 -0.790
C -2.164 -3.784 0.230
C -2.929 -3.897 1.394
C -2.954 -2.844 2.279
C -2.215 -1.698 1.981
N -1.489 -1.580 0.879
C -1.448 -2.606 0.018
C -0.643 -2.413 -1.193
N 0.061 -1.261 -1.334
C 0.615 -0.989 -2.525
C 0.600 -1.876 -3.587
C -0.008 -3.102 -3.417
C -0.657 -3.370 -2.214
C -1.383 -4.606 -1.977
N -1.446 -5.624 -2.827
H -3.491 -4.805 1.574
H -3.538 -2.889 3.187
H -2.220 -0.852 2.658
H 1.067 -0.017 -2.660
H 1.071 -1.599 -4.520
H -0.023 -3.846 -4.204
C 2.465 2.987 -0.542
C 3.088 1.736 0.051
C 4.546 1.532 -0.532
C 2.513 0.467 -0.381
H 3.008 3.873 -0.215
H 1.418 3.106 -0.257
H 2.513 2.958 -1.632
H 3.202 1.792 1.135
H 4.535 1.453 -1.618
H 5.056 0.671 -0.106
H 5.097 2.433 -0.262
H 2.910 -0.449 0.026
H 2.194 0.410 -1.410

Properties
Electronic energy (a.u.): -2290.9411
Relative energy (zero: lowest compared OMol25 entry of this formula, charge and spin) (kcal/mol): 17.2
Orbital gap (eV): 6.2
Total charge: +3

For each atom in turn, the Mulliken charge in e is: atom 1 (Pd): 0.061, atom 2 (C): -1.834, atom 3 (C): 0.169, atom 4 (N): 0.868, atom 5 (N): -0.758, atom 6 (C): 0.815, atom 7 (N): -0.401, atom 8 (S): -0.302, atom 9 (C): 1.046, atom 10 (C): -0.673, atom 11 (C): -0.685, atom 12 (C): -0.895, atom 13 (C): -0.232, atom 14 (N): 0.443, atom 15 (H): 0.461, atom 16 (H): 0.382, atom 17 (H): 0.384, atom 18 (H): 0.164, atom 19 (H): 0.218, atom 20 (H): 0.259, atom 21 (H): 0.539, atom 22 (H): 0.474, atom 23 (H): 0.488, atom 24 (H): 0.467, atom 25 (S): 0.276, atom 26 (N): -0.633, atom 27 (C): 0.875, atom 28 (C): -0.085, atom 29 (C): -0.560, atom 30 (C): -1.034, atom 31 (C): -0.239, atom 32 (N): 0.205, atom 33 (C): 0.304, atom 34 (C): -0.033, atom 35 (N): 0.356, atom 36 (C): -0.282, atom 37 (C): -1.432, atom 38 (C): -0.488, atom 39 (C): 0.060, atom 40 (C): 0.671, atom 41 (N): -0.613, atom 42 (H): 0.583, atom 43 (H): 0.466, atom 44 (H): 0.534, atom 45 (H): 0.892, atom 46 (H): 0.495, atom 47 (H): 0.600, atom 48 (C): -1.299, atom 49 (C): 0.772, atom 50 (C): -1.563, atom 51 (C): -1.071, atom 52 (H): 0.448, atom 53 (H): 0.158, atom 54 (H): 0.373, atom 55 (H): 0.195, atom 56 (H): 0.434, atom 57 (H): 0.461, atom 58 (H): 0.421, atom 59 (H): 0.943, atom 60 (H): 0.349



[6]
Density functional theory data (ωB97M-V/def2-TZVPD) for one molecule with the formula C4H6O.

Atoms and positions in Å:
C 2.082 -0.476 0.173
C -0.121 0.806 0.163
C -1.447 0.179 0.025
C -2.399 -0.599 0.036
H 2.837 0.297 0.467
H 2.650 -1.152 -0.455
H 1.844 -1.160 1.038
H -0.162 1.633 -0.520
H -0.023 1.260 1.147
H -3.340 -1.037 -0.097
O 0.937 0.087 -0.495

Properties
Electronic energy (a.u.): -231.1248
Relative energy (zero: lowest compared OMol25 entry of this formula, charge and spin) (kcal/mol): 62.0
Orbital gap (eV): 10.8
Total charge: 0

For each atom in turn, the Mulliken charge in e is: atom 1 (C): -0.645, atom 2 (C): -0.491, atom 3 (C): -0.252, atom 4 (C): -0.143, atom 5 (H): 0.265, atom 6 (H): 0.248, atom 7 (H): 0.279, atom 8 (H): 0.269, atom 9 (H): 0.340, atom 10 (H): 0.431, atom 11 (O): -0.300



[7]
Density functional theory data (ωB97M-V/def2-TZVPD) for a 4-piece molecular cluster, C2H10O4 overall.

Atoms and positions in Å:
C -2.636 0.364 -1.418
C -1.424 0.000 -0.998
O -1.039 -0.577 0.192
H -2.862 0.249 -2.466
H -3.391 0.815 -0.778
H -0.643 0.176 -1.736
H -0.302 -1.149 -0.067
H 1.611 -0.434 -0.845
H 1.933 -1.380 -2.025
O 1.226 -1.105 -1.422
H 0.086 1.961 1.999
H -0.487 0.648 2.597
O 0.338 1.104 2.393
H 3.051 -0.421 1.198
H 1.639 0.218 1.220
O 2.487 0.195 0.720

Properties
Electronic energy (a.u.): -383.1042
Relative energy (zero: lowest compared OMol25 entry of this formula, charge and spin) (kcal/mol): 32.2
Orbital gap (eV): 9.0
Total charge: 0

For each atom in turn, the Mulliken charge in e is: atom 1 (C): -0.671, atom 2 (C): 0.114, atom 3 (O): -0.502, atom 4 (H): 0.229, atom 5 (H): 0.230, atom 6 (H): 0.283, atom 7 (H): 0.379, atom 8 (H): 0.381, atom 9 (H): 0.274, atom 10 (O): -0.686, atom 11 (H): 0.321, atom 12 (H): 0.316, atom 13 (O): -0.683, atom 14 (H): 0.337, atom 15 (H): 0.380, atom 16 (O): -0.703



no.,largest force on an atom (eV Å⁻¹)
1,1.572
2,10.762
3,2.239
4,4.165
5,0.722
6,3.475
7,1.320